{"formula": "C56H63BrClN4OP3PdSe2", "method": "ωB97M-V/def2-TZVPD", "symbols": ["Pd", "Se", "P", "C", "C", "C", "C", "C", "C", "C", "C", "C", "C", "C", "C", "C", "C", "N", "N", "N", "P", "Se", "C", "C", "C", "C", "C", "C", "C", "C", "C", "C", "C", "C", "H", "H", "H", "H", "H", "H", "H", "H", "H", "H", "H", "H", "H", "H", "H", "H", "H", "H", "H", "H", "Br", "C", "C", "C", "N", "C", "C", "H", "H", "H", "H", "Cl", "C", "C", "C", "C", "C", "C", "C", "H", "H", "H", "H", "H", "H", "O", "P", "C", "C", "C", "C", "C", "C", "C", "C", "C", "C", "C", "C", "C", "C", "C", "C", "C", "C", "H", "H", "H", "H", "H", "H", "H", "H", "H", "H", "H", "H", "H", "H", "H", "H", "H", "H", "H", "H", "H", "H", "H", "H", "H", "H", "H", "H", "H", "H", "H", "H", "H"], "positions_angstrom": [[-1.180, 1.243, -1.245], [0.055, -2.504, 4.156], [-0.614, -0.531, 4.476], [-2.255, -0.484, 5.272], [-2.698, 0.656, 5.943], [-3.936, 0.659, 6.563], [-4.746, -0.469, 6.507], [-4.309, -1.603, 5.843], [-3.058, -1.617, 5.239], [0.441, 0.425, 5.608], [1.184, -0.292, 6.540], [1.935, 0.374, 7.498], [1.953, 1.760, 7.526], [1.219, 2.480, 6.593], [0.464, 1.819, 5.636], [-0.712, 0.432, 2.953], [-1.447, 0.306, 1.767], [-0.877, 1.164, 0.892], [0.102, 1.804, 1.492], [0.234, 1.365, 2.725], [-2.839, -0.653, 1.197], [-3.323, -0.201, -0.856], [-2.390, -2.386, 1.408], [-1.211, -2.776, 0.778], [-0.767, -4.080, 0.878], [-1.504, -5.004, 1.609], [-2.678, -4.619, 2.238], [-3.126, -3.308, 2.140], [-4.298, -0.266, 2.181], [-5.467, -0.993, 1.949], [-6.640, -0.636, 2.589], [-6.660, 0.463, 3.440], [-5.506, 1.199, 3.651], [-4.321, 0.835, 3.026], [-2.071, 1.536, 5.999], [-4.269, 1.541, 7.096], [-5.717, -0.462, 6.987], [-4.933, -2.487, 5.810], [-2.680, -2.511, 4.759], [1.179, -1.375, 6.501], [2.512, -0.194, 8.217], [2.544, 2.280, 8.268], [1.241, 3.562, 6.602], [-0.079, 2.388, 4.897], [-0.637, -2.042, 0.226], [0.160, -4.372, 0.400], [-1.156, -6.026, 1.696], [-3.244, -5.337, 2.817], [-4.031, -3.008, 2.652], [-5.464, -1.818, 1.246], [-7.544, -1.203, 2.411], [-7.581, 0.751, 3.930], [-5.521, 2.060, 4.306], [-3.420, 1.413, 3.186], [-0.734, 0.279, -8.115], [-0.951, 0.570, -6.264], [-0.269, 1.599, -5.641], [-0.450, 1.762, -4.278], [-1.244, 0.978, -3.548], [-1.902, 0.000, -4.170], [-1.789, -0.247, -5.528], [0.384, 2.260, -6.194], [0.076, 2.538, -3.738], [-2.533, -0.624, -3.547], [-2.336, -1.057, -5.988], [-0.096, 4.972, -2.731], [-1.668, 4.396, -3.226], [-2.058, 4.632, -4.532], [-3.276, 4.151, -4.992], [-4.100, 3.445, -4.117], [-3.706, 3.222, -2.815], [-2.465, 3.677, -2.314], [-2.057, 3.359, -0.980], [-1.400, 5.190, -5.185], [-3.578, 4.332, -6.014], [-5.057, 3.071, -4.459], [-4.345, 2.664, -2.141], [-1.202, 3.869, -0.558], [-2.834, 3.082, -0.278], [1.124, 1.397, -1.709], [2.268, 0.512, -2.130], [1.654, -0.944, -3.055], [2.695, -1.983, -3.551], [2.486, -3.360, -2.922], [1.083, -3.912, -3.192], [-0.002, -2.824, -3.053], [0.512, -1.620, -2.275], [3.206, 0.047, -0.631], [4.403, -0.909, -0.734], [4.928, -1.190, 0.673], [3.910, -1.996, 1.502], [2.489, -1.839, 0.956], [2.227, -0.411, 0.493], [3.215, 1.540, -3.327], [3.936, 2.710, -2.634], [5.370, 2.377, -2.224], [6.179, 1.830, -3.397], [5.507, 0.609, -4.021], [4.076, 0.928, -4.438], [1.193, -0.470, -3.931], [3.718, -1.649, -3.368], [2.602, -2.082, -4.637], [2.644, -3.295, -1.843], [3.242, -4.053, -3.297], [0.885, -4.730, -2.496], [1.044, -4.346, -4.194], [-0.896, -3.230, -2.574], [-0.310, -2.478, -4.045], [0.870, -1.934, -1.294], [-0.283, -0.887, -2.111], [3.600, 1.025, -0.330], [5.192, -0.476, -1.347], [4.120, -1.852, -1.206], [5.130, -0.230, 1.159], [5.883, -1.717, 0.623], [3.935, -1.663, 2.542], [4.184, -3.053, 1.509], [1.759, -2.109, 1.721], [2.338, -2.539, 0.127], [2.335, 0.260, 1.346], [1.191, -0.288, 0.177], [2.334, 1.969, -3.820], [3.350, 3.058, -1.781], [3.966, 3.544, -3.344], [5.372, 1.646, -1.413], [5.846, 3.276, -1.826], [7.192, 1.578, -3.073], [6.277, 2.610, -4.161], [5.517, -0.221, -3.309], [6.071, 0.272, -4.893], [3.590, 0.054, -4.873], [4.123, 1.676, -5.239]], "atomic_forces_ev_per_a": [[0.051, 0.028, -0.248], [0.019, -0.005, 0.038], [0.038, 0.001, 0.004], [0.004, 0.047, 0.015], [-0.013, -0.067, -0.013], [0.005, -0.014, 0.016], [-0.002, 0.024, 0.012], [0.015, -0.019, -0.015], [-0.023, -0.007, 0.020], [-0.012, -0.012, -0.003], [0.012, 0.001, -0.010], [0.008, 0.016, 0.004], [0.004, -0.015, 0.004], [-0.019, 0.003, -0.019], [-0.014, 0.012, 0.035], [0.044, -0.022, -0.025], [0.058, -0.036, 0.030], [-0.115, 0.172, 0.167], [0.112, -0.138, -0.039], [-0.068, 0.095, 0.029], [-0.031, 0.013, -0.075], [0.023, -0.007, 0.051], [-0.012, 0.024, 0.007], [0.007, -0.038, -0.041], [-0.031, -0.001, -0.028], [-0.007, 0.010, -0.002], [0.001, 0.001, -0.005], [0.015, -0.004, 0.015], [-0.021, -0.070, -0.020], [0.000, 0.033, 0.023], [-0.008, 0.001, 0.005], [-0.009, -0.015, -0.016], [0.027, 0.012, -0.006], [-0.012, 0.018, -0.002], [0.015, 0.021, -0.003], [-0.002, 0.003, -0.002], [0.002, 0.003, 0.005], [0.004, 0.001, -0.002], [-0.017, 0.003, -0.016], [-0.003, 0.001, -0.002], [0.000, 0.000, 0.000], [0.001, 0.001, 0.001], [-0.001, 0.000, 0.000], [0.008, 0.004, -0.003], [0.014, 0.005, -0.017], [0.001, 0.000, 0.007], [0.003, 0.001, 0.005], [0.000, -0.001, 0.000], [0.014, -0.012, 0.006], [-0.006, 0.007, -0.001], [-0.003, 0.005, 0.003], [-0.001, -0.002, 0.000], [-0.001, -0.001, -0.002], [0.002, 0.003, 0.004], [-0.004, -0.001, -0.009], [0.008, 0.009, -0.026], [-0.005, -0.010, 0.011], [0.010, 0.013, 0.035], [0.037, -0.010, 0.000], [-0.019, 0.020, 0.018], [-0.030, -0.016, 0.031], [0.000, 0.006, 0.007], [0.023, -0.046, -0.005], [-0.001, -0.002, 0.003], [0.001, 0.000, 0.001], [-0.003, 0.029, 0.018], [-0.027, 0.005, -0.006], [-0.013, 0.020, -0.007], [0.013, 0.001, 0.014], [-0.008, -0.005, 0.002], [-0.019, -0.003, 0.014], [-0.019, 0.087, 0.025], [0.052, -0.068, -0.056], [0.000, 0.002, 0.001], [0.002, 0.003, -0.001], [0.001, -0.003, 0.003], [0.002, -0.005, -0.003], [0.015, -0.014, 0.014], [-0.041, 0.024, -0.029], [-0.032, -0.052, 0.042], [-0.033, 0.001, -0.016], [-0.010, 0.033, 0.093], [-0.019, -0.009, 0.002], [-0.005, 0.009, 0.009], [0.003, -0.002, 0.013], [0.007, 0.001, -0.008], [0.081, 0.090, -0.140], [-0.018, -0.004, -0.007], [-0.001, 0.010, 0.004], [0.000, -0.001, 0.011], [0.003, 0.010, 0.010], [-0.006, -0.022, -0.037], [0.004, -0.008, 0.010], [0.035, -0.017, -0.016], [0.007, -0.013, 0.002], [-0.014, 0.001, -0.016], [0.004, -0.009, 0.005], [-0.009, 0.010, -0.003], [0.002, 0.000, 0.003], [-0.002, 0.004, -0.018], [0.010, 0.007, -0.003], [0.011, 0.002, 0.002], [0.021, 0.009, 0.012], [-0.003, -0.001, -0.004], [-0.002, 0.000, -0.006], [0.007, 0.004, -0.003], [0.003, 0.013, 0.002], [-0.015, -0.003, -0.011], [-0.036, -0.043, 0.042], [0.031, -0.180, 0.073], [-0.020, 0.017, -0.001], [0.002, 0.002, 0.000], [-0.011, -0.018, -0.008], [0.005, 0.001, -0.004], [0.002, 0.005, -0.006], [-0.003, -0.006, 0.004], [-0.001, 0.001, 0.001], [-0.010, 0.004, 0.028], [-0.003, 0.008, -0.015], [0.015, 0.011, 0.012], [-0.029, 0.017, 0.002], [-0.016, -0.004, -0.001], [-0.002, -0.001, -0.002], [-0.001, 0.002, -0.004], [0.000, -0.004, 0.014], [0.001, 0.000, 0.003], [0.003, 0.009, -0.003], [0.001, 0.001, -0.002], [-0.002, -0.008, -0.004], [0.002, -0.007, 0.001], [0.002, 0.008, -0.005], [-0.005, 0.003, -0.001]], "lowdin_charge": [0.589, 0.388, 0.579, -0.334, -0.080, -0.088, -0.086, -0.069, -0.113, -0.342, -0.106, -0.079, -0.085, -0.076, -0.107, -0.409, -0.426, -0.142, -0.025, 0.001, 0.651, 0.421, -0.358, -0.122, -0.086, -0.078, -0.077, -0.100, -0.360, -0.112, -0.070, -0.075, -0.078, -0.077, 0.099, 0.107, 0.106, 0.107, 0.047, 0.055, 0.103, 0.102, 0.104, 0.092, 0.084, 0.105, 0.107, 0.108, 0.092, 0.106, 0.106, 0.106, 0.110, 0.106, 0.767, -0.687, -0.093, -0.152, 0.013, -0.144, -0.099, 0.112, 0.063, 0.062, 0.108, 0.699, -0.629, -0.136, -0.097, -0.092, -0.065, -0.357, -0.106, 0.102, 0.098, 0.101, 0.095, 0.032, 0.045, -0.395, 0.824, -0.311, -0.175, -0.196, -0.176, -0.171, -0.216, -0.306, -0.193, -0.178, -0.176, -0.206, -0.179, -0.329, -0.183, -0.193, -0.196, -0.198, -0.181, 0.109, 0.082, 0.118, 0.084, 0.116, 0.103, 0.107, 0.110, 0.102, 0.080, 0.049, 0.114, 0.083, 0.096, 0.116, 0.108, 0.111, 0.108, 0.052, 0.083, 0.112, 0.062, 0.098, 0.111, 0.121, 0.089, 0.114, 0.110, 0.115, 0.085, 0.113, 0.091, 0.122], "relative_energy_kj_mol": 0.0, "gap_ev": [6.593, 7.403], "total_charge": 0, "spin_multiplicity": 3, "max_force_ev_per_a": 0.3, "lumo_ha": [0.01205, -0.01133]}